1.
The following is a DFT calculation (ωB97M-V/def2-TZVPD) of a molecular structure, C26H18N8O2S4Ti at a distorted geometry.

Atoms and positions in Å:
Ti  0.77570  -0.58333  0.67458
N  1.27633  3.63846  0.00221
C  0.76179  2.45825  0.39440
N  1.26733  1.31325  0.04697
C  2.42589  1.27770  -0.72955
N  2.91647  0.11620  -1.05486
N  2.23621  -0.90211  -0.51916
C  2.45528  -2.14362  -0.93255
C  1.69063  -3.11154  -0.27107
C  1.72523  -4.49413  -0.56798
C  0.98332  -5.36396  0.17990
C  0.23489  -4.85282  1.25624
C  0.22620  -3.49820  1.48958
N  0.88971  -2.61152  0.73567
C  3.00808  2.50843  -1.20685
C  4.12539  2.54738  -2.04150
C  4.58817  3.75730  -2.51986
C  3.96568  4.94226  -2.14794
C  2.87676  4.92349  -1.29227
C  2.38894  3.71092  -0.82632
H  0.83491  4.49667  0.30182
H  -0.15504  2.48840  0.98688
H  3.18093  -2.37011  -1.70426
H  2.34972  -4.82790  -1.38273
H  0.97317  -6.42207  -0.03315
H  -0.32862  -5.50816  1.89965
H  -0.33880  -3.10626  2.33078
H  4.60250  1.61561  -2.29761
H  5.43135  3.78227  -3.19204
H  4.32520  5.88736  -2.52753
H  2.39907  5.84390  -0.98811
S  2.15448  -0.07202  2.58975
S  1.61829  1.82183  3.10403
S  -0.32852  1.89088  3.96395
S  -1.66437  2.48552  2.63367
O  -6.56978  -0.32218  -0.69497
N  -5.51541  -0.20326  -1.30872
O  -5.47060  0.02337  -2.51294
C  -4.30953  -0.33892  -0.57226
C  -4.43972  -0.46704  0.80099
C  -3.33256  -0.57932  1.64374
C  -3.42476  -0.74158  3.04458
C  -2.27939  -0.85794  3.78556
C  -1.03399  -0.80932  3.13731
N  -0.90588  -0.63570  1.82772
C  -2.03087  -0.52869  1.07327
C  -1.87936  -0.42597  -0.33630
N  -0.60011  -0.45406  -0.79807
C  -0.40244  -0.36441  -2.12418
C  -1.44531  -0.28977  -3.02215
C  -2.76160  -0.27725  -2.57158
C  -3.01351  -0.33272  -1.19498
H  -5.43644  -0.46450  1.21305
H  -4.39612  -0.79380  3.51190
H  -2.31518  -0.96913  4.85829
H  -0.12393  -0.95497  3.71076
H  0.62591  -0.36345  -2.47234
H  -1.23740  -0.25507  -4.07991
H  -3.57429  -0.23264  -3.27351

* spin multiplicity: 3
* HOMO level (spin up / spin down): -6.08 / -6.29 eV
* gap between HOMO and LUMO (spin up / spin down): 4.4 / 4.7 eV

2.
The following is a DFT calculation (ωB97M-V/def2-TZVPD) of 2 unconnected molecules or ions with the total composition C3H10N2O3 at a distorted geometry.

Atoms and positions in Å:
N  0.46351  2.06732  -0.61958
C  0.67483  0.88613  0.00660
O  1.80122  0.39822  -0.13162
C  -0.41842  0.18991  0.80261
N  -1.40589  1.27530  1.19344
C  -1.20234  -0.79228  -0.17354
O  -0.65751  -2.10603  -0.16037
H  1.21685  2.72793  -0.69812
H  -0.42553  2.53437  -0.74943
H  0.13614  -0.34015  1.55791
H  -1.87151  0.81598  1.96101
H  -2.01638  1.46428  0.41539
H  -1.21286  -0.36909  -1.18239
H  -2.17975  -1.04441  0.36338
H  0.22590  -2.09888  -0.56145
O  2.14375  -2.10100  -0.94278
H  2.90295  -2.29538  -0.39073
H  1.82504  -1.21223  -0.69032

* SMILES string: NC(=O)[C@@H](N)CO.O
* HOMO level: -9.65 eV
* gap between HOMO and LUMO: 10.3 eV
* ΔE to the lowest compared entry with this formula, charge and spin: 29.8 kcal/mol

3.
The following is a DFT calculation (ωB97M-V/def2-TZVPD) of a molecular structure, C34H30IrN5O2S2 at a distorted geometry.

Atoms and positions in Å:
Ir  0.89996  -0.58627  -0.56443
C  2.19101  7.18358  5.76418
O  2.10348  7.78127  4.46695
C  2.68580  7.18458  3.43494
C  3.36276  5.95516  3.50830
C  3.94228  5.42745  2.37966
C  3.85374  6.11612  1.15154
C  3.18650  7.36250  1.08897
C  2.60220  7.87641  2.20856
N  4.45854  5.65795  0.03024
N  5.00521  4.56588  -0.23177
C  4.38117  3.35650  -0.29767
C  5.25000  2.24867  -0.28428
C  4.79118  0.95327  -0.28760
C  3.41127  0.70174  -0.34646
O  2.92312  -0.49394  -0.36478
C  2.50809  1.81587  -0.42546
N  1.19251  1.48526  -0.55733
C  0.29477  2.45071  -0.70167
C  0.65990  3.79368  -0.74225
C  1.98294  4.14367  -0.60528
C  2.95518  3.14496  -0.41419
H  1.66442  7.85694  6.43097
H  3.23205  7.09671  6.07614
H  1.70725  6.20617  5.77093
H  3.44830  5.42804  4.44662
H  4.49170  4.49635  2.43334
H  3.16125  7.89715  0.14864
H  2.08731  8.82694  2.19213
H  6.31076  2.45727  -0.24772
H  5.47160  0.11355  -0.25817
H  -0.73870  2.14788  -0.80720
H  -0.10108  4.54502  -0.89375
H  2.26522  5.18314  -0.66818
S  -1.32402  -0.59400  -0.74283
C  -1.76661  -2.26394  -0.81988
N  -3.04392  -2.61737  -0.77203
C  -3.38287  -4.04168  -0.71499
C  -2.43004  -4.82977  -1.57756
N  -1.04716  -4.51421  -1.21624
C  -0.09505  -5.64094  -1.25376
C  -0.42184  -6.63360  -0.16721
C  -0.83297  -7.92022  -0.48954
C  -1.14055  -8.82639  0.51740
C  -1.04354  -8.44405  1.84597
C  -0.63300  -7.15674  2.17265
C  -0.32167  -6.25437  1.16929
C  -0.73349  -3.26574  -0.91425
S  0.91929  -2.80457  -0.63344
C  -4.12446  -1.62619  -0.65836
C  -4.34501  -0.84750  -1.93528
C  -4.61584  0.51266  -1.86828
C  -4.86745  1.23266  -3.02730
C  -4.83701  0.59770  -4.26011
C  -4.56286  -0.76123  -4.33195
C  -4.32222  -1.48149  -3.17226
H  -4.40121  -4.16757  -1.07605
H  -3.33805  -4.38235  0.32366
H  -2.57283  -4.60298  -2.63792
H  -2.58374  -5.89555  -1.42015
H  0.91253  -5.24683  -1.15395
H  -0.17903  -6.10133  -2.23977
H  -0.89978  -8.22369  -1.52831
H  -1.45205  -9.83001  0.26177
H  -1.28058  -9.15016  2.63014
H  -0.54536  -6.86337  3.21013
H  0.01629  -5.25574  1.42774
H  -3.89383  -0.94759  0.16513
H  -5.01832  -2.18303  -0.37833
H  -4.63907  1.01043  -0.90527
H  -5.09076  2.28950  -2.96724
H  -5.03308  1.15811  -5.16408
H  -4.54776  -1.26127  -5.29099
H  -4.12276  -2.54574  -3.24047

* net charge: +2
* spin multiplicity: 5
* HOMO level (spin up / spin down): -11.98 / -13.42 eV
* gap between HOMO and LUMO (spin up / spin down): 5.1 / 5.7 eV
* ΔE to the lowest compared entry with this formula, charge and spin: 0.0 kcal/mol

4.
The following is a DFT calculation (ωB97M-V/def2-TZVPD) of a single C5H9NO2 molecule at a distorted geometry.

Atoms and positions in Å:
C  0.72655  1.86841  -0.38510
C  -0.17492  0.70081  -0.60629
C  -1.13872  0.29217  0.47347
O  -2.43103  -0.14509  0.00908
C  0.02057  -0.61958  0.11074
N  -0.32117  -1.87105  -0.63444
C  1.16135  -0.78696  1.06933
O  2.05091  -1.60590  0.85950
H  0.88108  2.08153  0.67769
H  0.29546  2.76417  -0.84382
H  1.70283  1.68808  -0.84510
H  -0.51091  0.66057  -1.63693
H  -1.10810  0.82252  1.41874
H  -2.30819  -0.88762  -0.61740
H  0.54679  -2.21783  -1.05797
H  -0.55465  -2.60038  0.04404
H  1.16215  -0.14385  1.96447

* SMILES string: C[C@@H]1[C@@H](O)[C@]1(N)C=O
* HOMO level: -9.50 eV
* gap between HOMO and LUMO: 10.2 eV
* ΔE to the lowest compared entry with this formula, charge and spin: 46.6 kcal/mol